# C12H12B2CrN4O28S

A molecular structure, C12H12B2CrN4O28S at a distorted geometry (wB97M-V/def2-TZVPD, OMol25).

Structure (ORCA input):
```
! wB97M-V def2-TZVPD RIJCOSX def2/J DEFGRID3
* xyz -2 5
Cr 4.931 3.729 -2.555
O 2.191 10.657 -3.459
C 1.691 9.721 -2.924
O 2.049 9.169 -1.762
B 1.468 7.825 -1.696
O 0.280 7.905 -2.583
C 0.405 8.959 -3.373
O -0.345 9.289 -4.248
O 1.109 7.406 -0.339
C 1.724 6.267 -0.046
O 1.645 5.672 0.984
C 2.586 5.885 -1.264
O 2.422 6.793 -2.193
O 3.288 4.909 -1.306
O 5.883 7.084 0.777
C 6.396 7.339 -0.270
O 6.994 8.455 -0.631
B 7.505 8.332 -2.018
O 7.316 6.905 -2.360
C 6.595 6.337 -1.431
O 6.199 5.201 -1.423
O 6.772 9.219 -2.933
C 7.629 9.947 -3.638
O 7.394 10.668 -4.556
C 9.029 9.704 -3.021
O 8.909 8.781 -2.084
O 10.020 10.314 -3.307
S 4.950 4.225 -5.196
O 4.788 2.915 -4.463
O 5.000 5.099 -3.943
O 6.205 4.375 -5.915
O 3.804 4.512 -6.032
C 9.257 3.921 -3.618
N 8.121 2.964 -3.780
O 8.126 2.215 -4.723
O 7.273 2.997 -2.906
H 9.837 3.888 -4.531
H 9.839 3.531 -2.787
H 8.798 4.877 -3.383
C 1.712 1.667 -4.620
N 1.924 2.741 -3.631
O 2.694 2.499 -2.715
O 1.344 3.782 -3.806
H 2.459 1.763 -5.405
H 0.726 1.802 -5.049
H 1.841 0.721 -4.101
C 5.687 3.476 1.689
N 4.588 3.161 0.763
O 3.462 3.256 1.166
O 4.921 2.872 -0.376
H 5.284 3.843 2.627
H 6.284 4.270 1.241
H 6.332 2.623 1.884
C 4.769 -0.459 -4.192
N 4.626 0.097 -2.800
O 3.763 -0.355 -2.071
O 5.343 1.038 -2.572
H 5.696 -1.017 -4.262
H 4.836 0.463 -4.776
H 3.893 -1.061 -4.395
*
```

HOMO (spin up / spin down) (eV): -3.373 / -4.059
⟨S²⟩: 6.02